Record 1
This record from OMol25 describes a cluster of 2 separate species, C26H26NO2 in total. The level of theory is ωB97M-V/def2-TZVPD.

Geometry as XYZ:
```
55
Properties=species:S:1:pos:R:3:forces:R:3
C -0.738439 0.220921 5.095271 -0.2 0.1 -0.2
C -2.038776 0.228485 4.572984 0.2 0.0 0.0
C -2.316554 0.936574 3.401956 0.4 0.0 0.0
C -1.296983 1.639013 2.753261 0.0 0.3 0.0
C -1.637106 2.520744 1.567197 -0.9 -0.2 0.1
C -1.587723 4.045290 1.858809 0.2 -0.2 0.1
C -0.881204 4.688238 0.650154 -0.2 0.1 -0.1
C -0.329036 3.532606 -0.200319 0.4 0.3 -0.3
N -0.854128 2.328401 0.391267 0.9 0.0 -0.8
C 0.005947 1.627464 3.263067 -0.1 -0.4 0.3
C 0.285054 0.909440 4.431368 -0.1 0.0 -0.2
H -0.527595 -0.317396 6.021938 -0.1 0.2 -0.3
H -2.842432 -0.310401 5.078847 0.3 0.2 -0.1
H -3.326923 0.970546 2.980981 0.3 0.0 0.2
H -2.666503 2.282041 1.270797 -0.4 0.0 0.4
H -2.609366 4.417195 1.980548 0.3 0.0 0.1
H -1.034773 4.239722 2.785148 -0.2 -0.1 -0.2
H -1.601656 5.263355 0.060309 0.2 0.0 0.1
H -0.080092 5.360484 0.970989 -0.2 -0.1 -0.1
H -0.664659 3.619570 -1.242036 0.1 0.1 0.1
H 0.773123 3.540204 -0.216904 -0.2 0.0 0.0
H -0.389054 1.470634 0.159031 0.1 0.3 0.5
H 0.792703 2.186450 2.748999 -0.2 -0.1 0.2
H 1.302421 0.898202 4.826327 -0.3 0.0 0.0
C 6.362397 -3.208296 -2.483559 0.0 0.1 0.3
O 5.820976 -2.519395 -1.329577 -1.3 0.0 -0.4
C 4.478140 -2.302009 -1.324773 0.3 -0.2 -0.4
C 3.925995 -1.623151 -0.213015 0.1 -0.1 -0.2
C 2.573753 -1.354980 -0.175469 -0.1 -0.1 -0.3
C 1.710964 -1.745493 -1.237652 0.6 -0.3 0.0
C 0.309916 -1.430038 -1.221421 -0.2 -0.7 -1.1
O -0.360869 -1.795120 -2.346498 -0.2 1.0 1.2
C -1.717365 -1.533540 -2.456373 0.3 -0.6 0.3
C -2.403633 -0.823499 -1.447563 -0.2 -0.2 -1.1
C -3.818801 -0.739158 -1.563888 0.2 0.1 -0.1
C -4.474697 -1.367842 -2.610161 -0.1 0.2 0.3
C -3.750664 -2.056168 -3.601607 0.6 0.2 0.1
C -2.360346 -2.124878 -3.539612 -0.4 0.0 -0.1
C -1.646820 -0.323799 -0.364393 0.4 -1.3 0.7
C -0.349667 -0.790821 -0.176305 -0.8 0.8 0.0
C 2.274707 -2.450655 -2.324131 0.2 0.1 0.1
C 3.627277 -2.719886 -2.381716 0.4 0.1 0.3
H 7.428588 -3.276890 -2.273149 -0.2 -0.1 -0.1
H 5.922140 -4.210335 -2.582662 0.2 0.2 0.1
H 6.186279 -2.634464 -3.404437 0.1 -0.1 0.3
H 4.595489 -1.312591 0.588824 -0.2 -0.1 -0.2
H 2.159975 -0.831388 0.680356 0.2 0.0 -0.1
H -4.360904 -0.191317 -0.789351 0.1 -0.2 -0.3
H -5.566331 -1.333915 -2.671673 0.4 0.0 0.1
H -4.274769 -2.548725 -4.418484 0.1 0.2 0.2
H -1.773431 -2.651418 -4.290201 -0.2 0.1 0.2
H -2.153877 0.253721 0.399033 0.1 -0.1 0.0
H 0.197683 -0.610227 0.745226 -0.2 0.2 -0.2
H 1.659921 -2.799256 -3.147293 0.0 0.1 0.2
H 4.041727 -3.242248 -3.248462 -0.3 0.2 0.4
```
Forces are in eV/Å.

The value obtained for the highest occupied orbital energy is -10.61 eV. The lowest unoccupied orbital energy is -4.754 eV. The charge is +1. The value obtained for the total energy is -1211.32662 a.u. The energy above the lowest of the compared OMol25 structures with the same formula, charge and spin is 0.000 eV. The orbital gap is 0.21524 Ha.

***

Record 2
This record from OMol25 describes a structure of composition C26H27BrCrI2N5O3Te. The level of theory is ωB97M-V/def2-TZVPD.

Geometry as XYZ:
```
66
Properties=species:S:1:pos:R:3:forces:R:3
Cr -0.450379 -0.150813 -0.257802 0.0 -0.7 0.3
I -1.706975 4.229545 0.144640 -0.1 0.3 0.1
C -2.270232 0.593252 -0.542863 -0.2 0.1 0.0
C -3.479548 1.278643 -0.550854 -0.2 0.0 -0.1
C -4.545384 0.668507 -1.185595 -0.1 0.0 -0.1
C -4.394367 -0.583242 -1.790698 -0.1 0.0 0.0
C -3.156393 -1.185697 -1.761075 0.0 -0.1 -0.1
N -2.151817 -0.560228 -1.159624 -0.4 0.2 -0.1
H -3.575562 2.249917 -0.085666 0.0 -0.1 -0.1
H -5.510524 1.165429 -1.211907 0.0 0.0 0.0
H -5.223550 -1.075695 -2.281418 0.0 0.0 0.0
H -2.957730 -2.145229 -2.221686 0.0 0.0 0.0
C -1.667606 -5.322476 0.971865 0.1 0.1 -0.1
N -0.870503 -4.440398 0.133977 -0.1 0.0 0.0
C -0.129116 -4.914618 -0.915377 -0.1 -0.1 0.1
C 0.489147 -4.097007 -1.770937 0.1 0.1 0.0
C 0.352403 -2.652259 -1.583866 -0.2 -0.2 0.4
O 0.682277 -1.848498 -2.440238 0.1 0.3 0.0
N -0.196892 -2.225722 -0.375503 -0.3 -0.5 -0.1
C -0.964585 -3.061838 0.384550 0.4 0.0 0.0
O -1.703576 -2.698705 1.297985 -0.1 0.1 -0.3
H -1.466192 -6.351486 0.680673 0.0 0.0 0.0
H -2.729941 -5.111499 0.857258 0.0 0.0 0.0
H -1.417826 -5.182920 2.021348 0.0 0.0 0.0
H -0.086566 -5.993204 -1.006649 0.0 0.0 0.0
H 1.056193 -4.472854 -2.609632 0.0 0.1 0.0
C -6.061542 1.853334 5.116897 0.0 0.0 0.0
C -4.778149 2.502990 4.612961 0.0 -0.1 -0.1
N -3.865867 1.558342 3.979027 0.1 0.0 -0.1
C -4.154190 1.146118 2.595671 0.0 -0.1 0.2
C -4.715342 -0.265703 2.461474 0.0 0.0 0.1
C -2.910239 0.984342 4.761310 -0.1 0.0 0.0
O -2.857306 1.163845 5.973514 -0.1 0.0 -0.1
C -1.889980 0.114355 4.090109 0.0 0.2 0.0
C -1.545921 -1.101652 4.661528 0.0 -0.1 0.1
C -0.556293 -1.859271 4.070466 0.1 0.0 0.0
C 0.036567 -1.383008 2.908144 0.1 -0.1 0.2
N -0.274262 -0.216670 2.361783 -0.1 -0.1 -0.1
C -1.192685 0.528080 2.964246 -0.1 0.1 -0.1
H -6.688613 2.595371 5.617823 0.0 0.0 0.0
H -5.822475 1.064160 5.831795 0.0 0.0 0.0
H -6.639855 1.420735 4.296475 0.0 0.0 0.0
H -4.249111 2.956961 5.445298 0.0 0.0 0.0
H -5.003076 3.283546 3.883878 0.0 0.0 0.0
H -3.266350 1.237063 1.979409 0.0 0.1 0.0
H -4.868573 1.871982 2.206847 0.0 0.0 0.0
H -3.968859 -1.007223 2.751085 0.0 0.0 0.0
H -4.982510 -0.460767 1.419505 0.0 0.0 0.1
H -5.603613 -0.399179 3.083898 0.0 0.0 0.0
H -2.056636 -1.435370 5.558293 0.0 0.0 0.0
H -0.257184 -2.815053 4.482564 0.0 0.0 0.0
H 0.803483 -1.951944 2.391898 0.0 0.0 0.0
H -1.365007 1.503278 2.515881 0.0 0.0 0.0
Te 0.398544 2.304156 0.036008 0.3 0.6 0.0
Br 5.709394 -1.697434 0.536216 0.0 0.1 0.0
C 5.722296 0.128948 1.102186 0.0 0.0 0.0
C 6.927954 0.666634 1.542635 0.0 0.1 0.0
C 6.958089 1.988935 1.971672 0.0 -0.1 0.0
C 5.799780 2.759729 1.960787 0.0 0.0 0.0
C 4.602323 2.209333 1.513954 -0.2 0.0 0.0
C 4.589816 0.898059 1.091110 0.2 -0.1 0.0
I 2.240150 -0.048512 0.072203 0.8 -0.1 0.0
H 7.823185 0.058647 1.547472 0.0 0.0 0.0
H 7.892751 2.416163 2.315491 0.0 0.0 0.0
H 5.827704 3.790245 2.298717 0.0 -0.1 0.0
H 3.688860 2.799316 1.492062 0.1 -0.1 0.0
```
Forces are in eV/Å.

The value obtained for the highest occupied orbital energy (spin up / spin down) is -4.25 / -4.48 eV. The lowest unoccupied orbital energy (spin up / spin down) is 2.355 / 2.178 eV. The charge is -1. The value obtained for the total energy is -5988.47755 a.u. Its expectation value of S² is 6.201. The energy above the lowest of the compared OMol25 structures with the same formula, charge and spin is 1.017 eV. The orbital gap (spin up / spin down) is 0.24274 / 0.24482 Ha. As for the multiplicity: 5.

***

Record 3
This record from OMol25 describes the molecule C26H27BrN4O5. The level of theory is ωB97M-V/def2-TZVPD.

Geometry as XYZ:
```
63
Properties=species:S:1:pos:R:3:forces:R:3
C 1.451714 -6.107359 -3.715680 0.0 0.0 -0.1
O 1.545050 -5.843931 -2.341495 0.0 0.1 0.3
C 0.619157 -6.578160 -1.571126 0.0 -0.1 0.3
C 0.807657 -6.196333 -0.103038 -0.1 -0.3 -0.4
N 0.498298 -4.807139 0.121511 0.3 0.0 -0.2
C -0.662456 -4.417527 0.696749 0.2 0.0 0.0
O -1.473211 -5.208926 1.145093 -0.2 -0.1 0.0
C -0.880410 -2.942020 0.763346 -0.3 0.4 0.1
C 0.161419 -2.023576 0.745557 0.0 -0.2 0.0
C -0.090955 -0.659786 0.817062 -0.1 -0.2 0.0
C -1.415064 -0.194286 0.933631 0.1 -0.3 -0.1
C -2.445017 -1.128564 0.954811 0.1 0.1 0.1
C -2.186990 -2.482529 0.873918 0.1 -0.2 0.0
H -2.990800 -3.201623 0.904368 -0.1 -0.1 0.0
H -3.467273 -0.795911 1.046939 -0.1 0.1 0.0
N -1.661161 1.201916 0.969053 0.0 -0.1 0.0
C -2.917624 1.629657 0.387870 0.0 0.2 -0.2
H -3.064049 1.091705 -0.550918 0.0 0.0 0.1
C -2.843343 3.144267 0.122437 -0.1 -0.2 0.2
C -1.658005 3.389943 -0.770275 -0.6 -0.1 -0.7
C -1.785694 3.266867 -2.126021 -0.2 0.1 0.3
C -0.653739 3.390149 -2.949137 0.3 0.0 0.2
C 0.561674 3.627781 -2.394329 -0.1 0.0 -0.4
C 0.718917 3.785140 -0.981421 0.1 0.0 0.0
O 1.776654 4.030393 -0.413853 0.1 0.2 -0.1
N -0.449251 3.635505 -0.216959 0.2 0.1 -0.2
C -0.264692 3.866475 1.209348 0.2 0.0 0.7
C -1.412331 3.382738 2.085126 -0.1 -0.1 -0.1
C -2.714207 3.866865 1.456989 0.0 0.0 0.0
H -3.567639 3.629476 2.094502 -0.1 0.0 0.0
H -2.687865 4.948161 1.310888 0.0 0.0 0.0
H -1.277424 3.821947 3.078094 0.0 0.0 -0.1
C -1.443171 1.856682 2.250468 0.0 0.2 0.3
H -0.505643 1.505350 2.687000 0.0 0.0 0.0
H -2.250914 1.601779 2.959657 0.1 0.0 0.0
H 0.673621 3.389434 1.499792 -0.1 0.1 0.0
H -0.121058 4.944728 1.354354 0.1 -0.1 0.0
H 1.456861 3.727127 -2.986866 0.1 0.0 0.0
H -0.761005 3.289820 -4.018918 0.0 0.0 -0.1
H -2.754168 3.069162 -2.554676 -0.1 0.0 0.0
H -3.752699 3.452714 -0.400291 0.1 0.0 0.0
H -3.779359 1.437723 1.048668 0.0 0.0 0.0
N 0.949585 0.271220 0.790358 -0.3 0.3 0.1
C 2.264155 0.059496 0.483100 0.0 0.2 0.1
O 2.741791 -0.989180 0.097104 0.0 0.0 -0.1
C 3.093703 1.258587 0.681503 1.1 -0.1 -0.5
C 4.342969 1.562049 0.204511 -0.8 -0.4 0.2
C 4.674713 2.834105 0.715905 -0.5 0.3 0.4
C 3.601109 3.202111 1.470588 0.5 0.2 -0.1
O 2.646874 2.267531 1.475173 -0.1 -0.1 0.2
Br 3.277330 4.725903 2.474325 0.0 0.0 0.0
H 5.565265 3.402169 0.546081 0.1 0.2 0.0
H 4.933662 0.946568 -0.441607 0.1 -0.2 -0.1
H 0.653034 1.231460 0.892401 0.1 0.0 -0.1
H 1.186235 -2.348100 0.685674 0.0 0.0 0.0
H 1.071670 -4.141858 -0.372518 -0.1 0.1 0.1
H 0.131964 -6.785618 0.520439 0.2 0.0 -0.1
H 1.845497 -6.383725 0.184465 -0.1 -0.1 0.0
H -0.409025 -6.345337 -1.888319 0.1 0.0 0.0
H 0.785002 -7.658628 -1.701057 0.0 0.1 0.0
H 2.203687 -5.490265 -4.202964 0.0 0.0 -0.1
H 0.458240 -5.849554 -4.104461 0.0 0.0 0.0
H 1.648738 -7.164767 -3.932929 0.0 0.0 0.0
```
Forces are in eV/Å.

The value obtained for the highest occupied orbital energy is -8.21 eV. The lowest unoccupied orbital energy is 0.449 eV. The value obtained for the total energy is -4176.25209 a.u. The orbital gap is 0.31820 Ha. As for the SMILES: COCCNC(=O)c1ccc(N2C[C@@H]3C[C@H](C2)c2cccc(=O)n2C3)c(NC(=O)c2ccc(Br)o2)c1.